The following is a DFT calculation (ωB97M-V/def2-TZVPD) of 2 unconnected molecules or ions with the total composition C2H8NO2.

XYZ file:
```
13
Properties=species:S:1:pos:R:3:forces:R:3
H -2.147631 -3.206771 -0.405541 0.3 0.1 -0.8
H -0.649739 1.548449 0.571583 1.6 0.2 -0.2
H 1.751033 1.176340 -1.208365 -2.0 1.2 0.8
N 0.385718 1.272031 0.477820 -5.2 -1.8 -1.1
C 0.933075 1.872509 -0.736018 4.8 1.7 -0.3
O -1.180359 -3.169452 -0.570601 -0.5 0.3 1.3
O -1.043213 -1.207888 0.569059 -0.2 0.9 -0.5
H 0.227559 2.267558 -1.452921 -0.4 -0.5 0.1
H 0.750734 1.603106 1.362409 0.8 -0.8 0.2
H 1.567406 2.799933 -0.386293 -1.3 -1.7 -0.7
H 0.071132 0.213022 0.294489 1.5 1.6 1.4
H 0.038311 -2.826227 1.101528 -0.5 0.3 -1.2
C -0.704025 -2.342609 0.382850 1.1 -1.5 1.0
```
Positions in Å, forces in eV/Å.

- HOMO level (Eh) = -0.5674
- 2S+1 = 1
- gap between HOMO and LUMO (eV) = 11.90
- charge = +1
- E (eV) = -7781.157
- relative energy (zero: lowest compared OMol25 entry of this formula, charge and spin) (eV) = 1.801
- strongest force on any atom (eV Å⁻¹) = 5.60